[1]
Below is a 2-piece molecular cluster, H2P2 overall, with properties calculated with the ωB97M-V functional and the def2-TZVPD basis.

Geometry as XYZ:
```
4
Properties=species:S:1:pos:R:3:forces:R:3:mulliken_charge:R:1
P 0.922 -0.593 0.225 0.3646 1.6889 -1.0484 0.022
P -0.988 0.000 0.227 0.9941 2.7830 -2.1028 -0.028
H 0.590 -1.745 0.818 -0.4256 -1.8715 1.1638 0.026
H -0.499 1.635 -0.907 -0.9331 -2.6003 1.9874 -0.020
```
Forces are in eV/Å.

[2]
Below is a 2-piece molecular cluster, C2H10NOS overall, with properties calculated with the ωB97M-V functional and the def2-TZVPD basis.

Results
**Spin multiplicity**: 2
**⟨S²⟩**: 0.75

Geometry as XYZ:
```
15
Properties=species:S:1:pos:R:3:forces:R:3:mulliken_charge:R:1
C -0.438 0.082 -0.288 -0.3857 0.4368 1.2342 -1.581
C -1.089 1.281 0.419 0.2662 -0.0822 -0.6503 -0.810
S -2.713 0.818 1.129 0.2318 -0.0782 0.0502 -0.233
N 0.807 0.421 -1.056 -1.2138 0.0829 -0.7657 -1.455
H -0.134 -0.659 0.445 -0.2534 -0.1752 -0.0782 0.360
H -1.212 -0.298 -0.948 0.4561 -0.3680 -0.3896 0.150
H -0.445 1.675 1.200 -0.0083 0.1038 0.0475 0.521
H -1.277 2.041 -0.337 0.0923 0.2120 0.1685 0.372
H -2.704 -0.423 0.634 -0.1377 -0.1106 0.0498 0.130
H 0.489 0.760 -2.016 0.3659 -0.1376 0.0068 1.095
H 1.338 1.220 -0.652 0.2961 -0.1089 0.3391 0.780
H 1.380 -0.436 -1.156 0.2618 0.2075 0.0159 0.624
H 2.042 -1.592 1.428 -0.0994 -0.3229 -1.2274 0.336
H 2.032 -2.909 0.677 0.1017 -1.0092 -0.0440 0.294
O 1.923 -1.981 0.522 0.0263 1.3498 1.2432 -0.584
```
Forces are in eV/Å.

[3]
Below is a 8-piece molecular cluster, C22H51N3O13 overall, with properties calculated with the ωB97M-V functional and the def2-TZVPD basis.

Results
**Total charge**: -2

Geometry as XYZ:
```
89
Properties=species:S:1:pos:R:3:forces:R:3:mulliken_charge:R:1
C 1.824 2.362 -3.734 0.1079 1.3905 0.2863 -1.280
C 0.309 2.636 -3.747 1.5128 -0.3567 0.3779 2.092
C -0.016 4.139 -3.688 -0.4736 -0.6420 -0.7643 -1.063
O 0.178 4.724 -2.432 -0.1518 0.3669 -0.0293 -0.348
C -0.919 4.492 -1.572 -0.4620 -0.6522 -0.5210 -0.686
N -0.222 1.918 -4.952 -0.8445 0.6608 0.1261 0.022
H -0.048 2.365 -5.852 0.6175 0.0936 0.1760 0.389
H 0.282 1.006 -4.999 0.0921 -0.9054 -0.8045 -0.043
H -1.236 1.794 -4.936 0.0826 -0.5853 0.5698 0.433
H 2.309 2.943 -4.526 -0.1472 -0.0986 -0.2254 0.469
H 2.181 1.341 -3.840 -0.4836 -0.1767 0.1834 0.356
H 2.203 2.825 -2.820 0.0863 -0.3609 0.1339 0.223
H -0.153 2.185 -2.870 -0.1187 -0.4076 -0.2631 -1.322
H -1.075 4.195 -3.978 -0.0868 0.4202 -0.0822 0.453
H 0.586 4.693 -4.410 0.0690 0.0186 0.0001 0.348
H -0.977 3.411 -1.408 -0.1100 0.1069 0.7359 0.230
H -1.875 4.754 -2.050 0.1094 0.1860 -0.2352 0.394
H -0.860 5.093 -0.669 0.5543 -0.2288 0.0879 0.277
C 0.512 -4.797 4.527 1.1356 0.3761 -1.2442 -1.594
C -0.717 -4.556 3.687 -1.5334 -0.7608 1.6487 0.129
C -0.887 -3.226 2.991 0.1226 0.5308 -0.5177 -0.169
O -2.090 -3.277 2.242 0.0428 -0.1288 0.0131 -0.517
C -2.334 -2.049 1.554 -1.1617 -0.4716 -0.6499 -0.452
N -1.015 -5.700 2.746 0.4401 -0.0379 -1.0359 -0.126
H -0.241 -5.817 2.069 0.8442 0.3836 -0.7322 0.063
H -1.155 -6.635 3.125 0.1346 0.2873 0.6596 0.398
H -1.851 -5.491 2.195 0.1221 0.3950 -0.0728 0.417
H 1.375 -4.766 3.853 0.1346 -0.2729 0.1556 0.375
H 0.475 -5.750 5.052 -0.0608 -0.0011 0.0024 0.413
H 0.684 -3.988 5.237 -0.3276 0.0075 0.0692 0.403
H -1.538 -4.644 4.409 -0.3333 0.2397 -0.2158 0.251
H -0.037 -2.939 2.363 0.1122 -0.4058 -0.1559 0.219
H -0.991 -2.429 3.736 0.1561 -0.2064 0.3350 0.296
H -1.635 -1.879 0.738 0.5710 0.4115 0.5044 0.158
H -2.520 -1.234 2.256 0.7513 0.2067 -0.0060 0.223
H -3.279 -2.134 1.011 -0.0859 -0.4094 0.1654 0.342
C -2.508 4.580 2.590 0.5687 -0.5063 -0.1804 -1.642
C -2.174 3.182 2.082 -0.5554 -0.5796 -1.5200 0.992
C -1.344 2.317 3.022 0.1335 0.8205 -1.1184 -0.711
O -1.086 1.069 2.433 -0.5767 0.2690 0.2835 0.064
C -0.071 0.341 3.124 -0.3245 -0.4986 0.6721 -0.025
N -3.445 2.488 1.530 0.0216 -0.7315 0.8188 -0.141
H -3.758 2.978 0.695 -0.2572 0.0389 0.1249 0.428
H -3.266 1.518 1.203 0.6042 0.0245 -0.2125 0.142
H -4.162 2.437 2.251 -0.2557 0.1177 -0.2376 0.371
H -3.080 4.597 3.518 -0.0883 -0.1420 -0.0097 0.405
H -3.009 5.166 1.820 -0.0676 0.0429 0.0472 0.438
H -1.536 5.035 2.784 -0.0788 0.1958 0.0457 0.429
H -1.701 3.228 1.098 0.9964 0.3530 0.4493 -0.280
H -1.827 2.288 4.005 0.0909 -0.3277 0.2290 0.224
H -0.434 2.935 3.037 0.4254 -0.2922 0.5499 0.292
H 0.080 -0.616 2.632 0.3432 0.4765 -0.7060 -0.710
H -0.439 -0.011 4.101 -0.1048 0.5778 0.2627 0.320
H 0.837 0.933 3.251 0.1153 -0.1288 -0.2753 0.479
C 0.890 -4.332 -1.275 -0.1793 1.4467 -0.2608 -0.357
C 0.977 -5.331 -0.146 -0.3625 -1.4396 -0.0083 0.539
O 0.588 -6.506 -0.406 -0.3037 0.3412 0.1567 -0.784
O 1.421 -4.981 0.979 -0.7004 0.4427 0.7077 -0.712
H 0.859 -3.294 -0.927 0.4140 -0.1347 0.3710 -0.285
H -0.022 -4.386 -1.872 0.0703 -0.7190 -0.0310 0.350
H 1.749 -4.389 -1.944 0.0006 -0.2139 0.0161 0.345
C 2.246 3.075 0.076 -0.7541 -0.0709 -0.3194 0.112
C 2.781 3.564 1.412 0.6030 0.0707 1.0921 0.274
O 1.968 3.496 2.387 -0.8269 0.1073 -0.1368 -0.687
O 3.955 3.966 1.481 -0.2724 0.2119 -0.4476 -0.778
H 1.580 3.829 -0.360 0.2364 0.2546 -0.0073 0.002
H 1.572 2.235 0.266 0.2921 -0.2848 -0.1112 -0.238
H 3.026 2.834 -0.644 0.0360 -0.1014 0.1167 0.295
C 0.995 -1.941 -4.537 -0.6252 0.4238 0.4893 -0.471
C 1.644 -1.331 -5.785 -0.0448 -0.5098 -1.0203 0.469
O 1.325 -0.154 -6.159 -0.6307 1.0015 1.0895 -0.781
O 2.368 -2.084 -6.455 0.0866 0.0124 0.3915 -0.744
H 1.690 -2.096 -3.711 0.3018 -0.3386 -0.3085 0.164
H 0.517 -2.872 -4.840 0.3616 -0.2275 0.1315 0.373
H 0.187 -1.358 -4.079 0.0385 0.3567 -0.3513 0.020
C 2.601 -1.051 1.229 -1.8415 -1.2412 0.5860 0.038
C 4.082 -0.941 1.518 2.0119 -0.3455 0.9278 0.275
O 4.421 -0.227 2.493 -0.6411 0.3261 -0.0303 -0.765
O 4.880 -1.682 0.879 -0.9306 0.2523 -0.4082 -0.788
H 1.967 -0.183 1.029 0.7121 0.3633 -0.7443 0.051
H 2.067 -1.368 2.142 0.6233 -0.0591 0.4893 -0.065
H 2.372 -1.926 0.613 0.1334 0.4614 -0.7143 0.213
C -0.423 -0.288 -1.173 0.6141 1.4084 0.6574 0.423
C -1.775 0.126 -1.703 -2.2577 0.0225 -1.7672 0.215
O -2.755 0.404 -0.931 0.8454 0.3583 1.5442 -0.730
O -1.994 0.123 -2.948 1.3158 0.2625 -0.0339 -0.746
H -0.145 -1.312 -1.407 -0.3094 -0.1611 0.4237 -0.135
H -0.368 0.057 -0.137 -0.1046 -1.0346 0.3573 -0.198
H 0.428 0.295 -1.548 -0.3203 0.0749 -0.7457 0.257
```
Forces are in eV/Å.

[4]
Below is one molecule with the formula C6H6O2, with properties calculated with the ωB97M-V functional and the def2-TZVPD basis.

Results
**SMILES string**: Oc1occ2c1CC2

Geometry as XYZ:
```
14
Properties=species:S:1:pos:R:3:forces:R:3:mulliken_charge:R:1
O 1.325 -0.908 -1.867 -0.4158 2.1131 0.9783 -0.510
C 0.397 -0.558 -0.930 -1.0291 -4.9687 -2.0544 0.139
O -0.528 -1.608 -0.653 0.6433 3.1355 3.5244 -0.317
C -1.146 -1.075 0.619 0.3818 0.6092 -0.0027 -0.662
C -0.701 0.206 0.848 -1.6647 -4.0891 -1.7545 0.091
C 0.246 0.460 -0.154 -0.0776 4.5325 0.8790 0.459
C 0.610 1.842 0.483 1.5130 -5.8959 5.1136 -0.585
C -0.580 1.454 1.575 1.1414 2.2804 3.5348 -0.360
H 1.796 -0.054 -1.722 0.8646 -0.9570 -1.3072 0.322
H -1.635 -1.692 1.381 -0.0985 -0.4116 -1.3346 0.353
H 0.519 2.793 0.204 0.0862 3.4554 -2.1943 0.450
H 1.590 1.562 1.123 -1.7977 1.5013 -1.6771 0.187
H -1.420 2.198 1.828 0.8312 -1.2394 -1.3847 0.266
H -0.182 1.344 2.694 -0.3780 -0.0655 -2.3206 0.167
```
Forces are in eV/Å.

[5]
Below is one molecule with the formula C3H4N2, with properties calculated with the ωB97M-V functional and the def2-TZVPD basis.

Results
**SMILES string**: N#C/C=C/N

Geometry as XYZ:
```
9
Properties=species:S:1:pos:R:3:forces:R:3:mulliken_charge:R:1
N 0.533 0.728 -3.090 -0.5687 -0.9487 3.0270 -0.446
C 0.407 0.327 -1.987 0.8353 1.3141 -4.2900 0.318
C 0.427 -0.245 -0.725 -0.8426 -0.6577 1.8889 -0.569
C -0.334 0.195 0.287 -0.4338 1.0760 1.6372 0.126
N -0.394 -0.271 1.600 0.9628 -0.6739 -0.2604 -0.452
H 0.936 -1.159 -0.517 0.7334 -0.4600 -0.4319 0.309
H -0.955 1.095 0.171 0.1776 -0.4705 -0.1943 0.275
H -0.949 0.265 2.270 0.5770 -0.4842 -0.5166 0.220
H 0.330 -0.935 1.992 -1.4409 1.3049 -0.8597 0.219
```
Forces are in eV/Å.

For reference, energy relative to the best compared isomer or geometry (same formula, charge and spin) by record: 37.9 2.1 46.4 93.3 19.9 kcal per mole.